No. 1
ORCA calculation (ωB97M-V/def2-TZVPD) on 4 unconnected molecules or ions with the total composition C55H44BO7 at a distorted geometry.

CARTESIAN COORDINATES (ANGSTROEM)
C -7.94509 -6.40548 1.92729
C -7.73749 -5.73127 0.71381
B -6.32379 -5.84029 -0.09616
C -5.86563 -4.34810 -0.66904
O -5.39639 -3.58009 0.48353
C -4.54974 -2.55710 0.15953
C -4.30414 -2.02199 -1.17719
C -3.35985 -0.92716 -1.47220
C -3.09098 -0.41061 -2.93129
C -2.64171 -0.33932 -0.34439
C -2.87062 -0.86093 1.02284
C -3.81204 -1.95025 1.31192
C -4.08309 -2.48097 2.75073
C -3.76983 -4.04261 2.91657
C -3.26752 -1.73990 3.89043
H -8.13063 -5.76815 2.84250
H -7.97783 -7.52650 1.98391
H -8.54920 -5.09084 0.24717
H -6.38803 -6.54486 -1.08114
H -5.41245 -6.28126 0.56324
H -5.08274 -4.54764 -1.44298
H -6.80339 -3.86733 -1.06076
H -4.81631 -2.46316 -2.07160
H -3.32636 0.68365 -3.01995
H -3.72947 -1.00514 -3.64088
H -2.01791 -0.57996 -3.23420
H -1.92690 0.48998 -0.55807
H -2.26769 -0.36117 1.82344
H -5.17133 -2.36189 3.00971
H -3.68613 -4.23815 4.02755
H -4.65675 -4.61792 2.55503
H -2.80253 -4.32105 2.42901
H -3.01172 -0.67458 3.66345
H -3.95299 -1.70123 4.79192
H -2.37924 -2.34268 4.23821
C 3.34249 -0.29942 6.22296
C 4.52508 -0.92431 6.60972
C 4.73362 -2.26360 6.31315
C 3.75480 -2.98742 5.63847
C 2.55943 -2.36668 5.27247
C 2.36113 -1.01834 5.55659
C 1.48709 -3.13816 4.59612
O 0.44908 -2.59786 4.27152
C 1.70044 -4.58076 4.32791
C 0.68024 -5.32920 3.74586
C 0.87465 -6.67676 3.47867
C 2.09229 -7.28024 3.78337
C 3.10961 -6.53956 4.36849
C 2.91364 -5.19048 4.65126
C 3.99490 -4.41552 5.30947
O 5.05843 -4.94179 5.58039
H 3.18484 0.74918 6.44702
H 5.28582 -0.36431 7.14139
H 5.65780 -2.74442 6.61145
H 1.43991 -0.52931 5.26202
H -0.26861 -4.86352 3.50375
H 0.07760 -7.25864 3.03035
H 2.24543 -8.33142 3.56757
H 4.05351 -7.01482 4.60806
C 1.88577 -1.84046 0.54071
C 1.83021 -1.88038 -0.84936
C 2.34361 -0.83024 -1.59644
C 2.90465 0.27096 -0.95581
C 2.93858 0.32192 0.43960
C 2.43813 -0.74142 1.18454
C 3.48795 1.50983 1.13763
O 3.52209 1.55515 2.35281
C 3.98833 2.64831 0.32609
C 4.45432 3.79456 0.96372
C 4.93604 4.85884 0.21465
C 4.96297 4.77903 -1.17489
C 4.49469 3.64107 -1.81473
C 3.99722 2.57659 -1.06719
C 3.46572 1.37883 -1.76360
O 3.48525 1.31128 -2.98041
H 1.49206 -2.66601 1.12287
H 1.38707 -2.73323 -1.34999
H 2.30244 -0.86835 -2.67859
H 2.47358 -0.71317 2.26766
H 4.43852 3.86076 2.04522
H 5.29349 5.75244 0.71342
H 5.34600 5.60811 -1.75899
H 4.51329 3.58541 -2.89649
C -0.92713 10.05598 -6.67594
C 0.41224 10.40727 -6.53016
C 1.35119 9.44308 -6.19420
C 0.95303 8.12472 -5.99071
C -0.39282 7.77774 -6.11322
C -1.32951 8.74491 -6.46750
C -0.84048 6.38576 -5.85115
O -2.01299 6.08352 -5.96189
C 0.16639 5.37557 -5.44431
C -0.24367 4.08005 -5.13916
C 0.69263 3.12412 -4.77017
C 2.04427 3.45497 -4.71318
C 2.45643 4.74638 -5.01114
C 1.51943 5.71231 -5.36782
C 1.96878 7.09727 -5.64906
O 3.14917 7.39003 -5.59569
H -1.65862 10.80853 -6.94738
H 0.72340 11.43463 -6.68111
H 2.39339 9.71973 -6.08681
H -2.37374 8.47700 -6.57670
H -1.29369 3.81572 -5.18478
H 0.37051 2.11772 -4.52791
H 2.77534 2.70523 -4.43150
H 3.50869 5.00125 -4.96091

Atomic forces in eV per Å
C -0.7630 1.3928 -0.5518
C 0.0706 -1.4698 0.3147
B -0.4674 -0.3688 -0.9481
C -1.4861 -1.5408 0.4724
O 1.3979 1.5287 -1.6900
C 1.4556 1.6827 0.6784
C 0.7992 0.6418 -0.0087
C 0.0662 -0.4857 2.3632
C -0.2995 -0.7126 0.5645
C -1.5435 -1.8291 -0.0061
C -0.8182 -0.5347 -1.6663
C 0.5205 1.0043 -1.6644
C 0.7145 -0.3935 0.3849
C -0.7933 0.7059 0.5972
C -0.7908 -0.1223 0.6023
H -1.4628 -1.1142 -0.8776
H 1.7562 1.1492 0.4176
H 1.1983 0.8651 1.5332
H -0.1139 -0.2217 -0.6214
H 0.1028 -0.0765 0.3978
H -0.4793 0.7381 0.7185
H 1.0944 0.0631 -0.1026
H 0.4119 0.3827 1.1865
H 0.1818 -1.0199 0.0379
H 0.5487 0.7325 0.5763
H -1.0186 0.2161 0.4083
H -0.5863 -0.7656 0.4771
H -0.7892 -0.7451 -0.7103
H 0.9209 -0.0350 -0.5778
H 0.0172 0.1304 -1.0898
H 1.1332 0.1943 -0.0528
H -0.9085 0.1510 0.2277
H -0.0417 -1.0100 0.1716
H 0.7422 -0.0290 -0.8566
H -0.6457 0.8762 -0.7094
C 0.0111 -0.0988 -0.0153
C -0.0838 -0.0894 -0.0688
C 0.0972 0.1935 0.0944
C -0.0733 0.1701 0.0353
C 0.2160 0.0873 0.1110
C 0.0395 0.1876 0.0775
C -0.5517 0.2504 -0.1748
O 0.0734 0.0271 -0.0148
C 0.0620 -0.2696 -0.0163
C -0.1195 -0.1272 -0.0919
C 0.0776 0.0473 0.0299
C 0.0091 0.1454 0.0402
C -0.0737 -0.2065 -0.0705
C -0.1164 -0.0609 -0.0768
C 0.5505 -0.3099 0.1393
O -0.1202 0.0731 -0.0185
H 0.0032 -0.0625 -0.0392
H -0.0369 -0.0338 -0.0428
H -0.1181 -0.1003 -0.1096
H 0.0121 -0.1779 -0.0340
H 0.1197 0.0965 0.0583
H 0.0343 0.0632 0.0236
H -0.0077 0.0645 0.0141
H -0.0224 0.1792 0.0512
C 0.0543 0.0766 -0.0033
C 0.0592 0.0740 0.0267
C -0.0880 -0.1780 -0.0059
C -0.0764 -0.0812 0.0977
C -0.0483 -0.1087 -0.1066
C -0.1026 -0.2129 0.0267
C -0.0505 -0.1019 0.6761
O 0.0317 0.0506 -0.1427
C 0.0615 0.1928 -0.1305
C 0.0924 0.2103 -0.0058
C -0.0413 -0.1283 -0.0310
C -0.0347 -0.0692 0.0210
C 0.0633 0.1850 0.0091
C 0.0841 0.1618 0.0706
C -0.0564 -0.1469 -0.5467
O 0.0897 -0.0476 0.1901
H -0.0210 0.0776 -0.0203
H 0.0050 0.0624 0.0383
H 0.0828 0.1293 0.0800
H 0.0256 0.1414 -0.0815
H -0.0544 -0.1725 -0.0790
H -0.0208 -0.0582 -0.0252
H -0.0359 -0.0513 0.0244
H -0.0561 -0.1298 0.0974
C 0.0537 -0.0899 0.0306
C -0.0030 -0.1187 0.0134
C -0.0356 0.2261 -0.0534
C -0.1809 0.1390 -0.0363
C 0.0960 0.2094 -0.0377
C -0.0567 0.2064 -0.0417
C -0.6123 -0.2694 -0.0294
O 0.1289 0.0885 -0.0092
C 0.1533 -0.1094 0.0693
C 0.0212 -0.2096 0.0651
C -0.0083 0.1587 -0.0469
C 0.0478 0.0629 -0.0979
C -0.0382 -0.1874 0.0687
C -0.0632 -0.1151 0.0253
C 0.6519 0.0658 0.0633
O -0.1444 0.0127 -0.0053
H 0.0375 -0.0510 0.0182
H -0.0119 -0.0639 0.0022
H -0.0422 -0.1860 0.0109
H 0.1166 -0.1371 0.0657
H 0.0499 0.1694 -0.0545
H 0.0234 0.0602 -0.0115
H -0.1378 0.0971 -0.0355
H -0.1157 0.1374 -0.0508

- HOMO energy: -3.00 eV
- Energy relative to the best compared isomer or geometry (same formula, charge and spin): 52.0 kcal/mol
- Kohn-Sham gap: 3.13 eV
- Charge: -1
- Calculated total energy: -72756.165 eV

Here are the Mulliken charges for atoms 1 to 4, given in e: C -0.68; C -0.26; B 0.32; C -0.77

=====

No. 2
ORCA calculation (ωB97M-V/def2-TZVPD) on a molecular structure, C55H46ClN4O6P2RuS2 at a distorted geometry.

CARTESIAN COORDINATES (ANGSTROEM)
Ru -0.49940 -0.00568 0.51468
C 2.12781 3.61875 -4.73701
C 2.02700 3.58100 -3.19760
C 2.75726 4.78721 -2.58327
C 2.66632 2.29141 -2.71109
C 3.95478 1.97972 -3.12115
C 4.54910 0.77946 -2.78352
C 3.83494 -0.13137 -2.03283
C 2.55650 0.16045 -1.55590
P 1.71481 -1.16619 -0.59405
C 1.56902 -2.51532 -1.83045
C 1.03499 -3.73896 -1.42150
C 0.84720 -4.76750 -2.33083
C 1.19228 -4.59232 -3.66077
C 1.70747 -3.37513 -4.07739
C 1.88430 -2.33781 -3.17532
C 3.20637 -1.76053 0.34621
C 4.02272 -0.82992 0.99546
C 5.13609 -1.22953 1.71290
C 5.46764 -2.57504 1.79063
C 4.67133 -3.50965 1.15033
C 3.54373 -3.10926 0.44532
C 1.98319 1.39574 -1.88509
O 0.76516 1.71517 -1.34310
C -0.00768 2.67448 -1.96058
C -1.38051 2.69111 -1.68277
C -2.15894 3.70257 -2.24020
C -1.60176 4.67827 -3.04340
C -0.25154 4.62488 -3.32727
C 0.55929 3.62186 -2.81225
P -2.21917 1.42706 -0.61276
C -3.44621 2.54178 0.14775
C -4.80644 2.25903 0.13329
C -5.71303 3.17834 0.64300
C -5.27087 4.37984 1.17238
C -3.90984 4.65389 1.22153
C -3.00394 3.73493 0.72294
C -3.23321 0.48749 -1.81765
C -4.02330 -0.57947 -1.38395
C -4.80173 -1.28888 -2.28488
C -4.80868 -0.94744 -3.62770
C -4.02320 0.10553 -4.06611
C -3.22891 0.80996 -3.17471
H 3.16606 3.58097 -5.06224
H 1.68572 4.52685 -5.14319
H 1.60343 2.75955 -5.15667
H 3.81490 4.77031 -2.85044
H 2.67721 4.76291 -1.49528
H 2.32579 5.72339 -2.93967
H 4.50712 2.68468 -3.72799
H 5.55014 0.54718 -3.12177
H 4.26696 -1.09669 -1.81313
H 0.73461 -3.87410 -0.39141
H 0.41122 -5.70118 -1.99974
H 1.03587 -5.39025 -4.37475
H 1.95763 -3.22159 -5.11951
H 2.24588 -1.38351 -3.53073
H 3.80945 0.22661 0.89581
H 5.75159 -0.48627 2.20512
H 6.34878 -2.89055 2.33418
H 4.93092 -4.56000 1.18764
H 2.94688 -3.85378 -0.06027
H -3.22407 3.70614 -2.05568
H -2.21859 5.46572 -3.45549
H 0.18288 5.38253 -3.96588
H -5.16715 1.32128 -0.25939
H -6.76981 2.94810 0.62700
H -5.98084 5.10524 1.54834
H -3.56065 5.58564 1.64854
H -1.94064 3.94891 0.75211
H -4.02203 -0.85465 -0.33905
H -5.39316 -2.12461 -1.93501
H -5.40122 -1.51320 -4.33516
H -4.00916 0.38308 -5.11275
H -2.60037 1.60213 -3.55301
N -0.68502 1.49359 2.46471
C -1.93672 2.00728 3.07630
C -2.88744 0.86812 3.41122
C -3.55597 0.32505 2.13237
O -4.77460 0.28088 2.04386
O -2.73546 0.08583 1.16657
H -0.21331 0.92092 3.15633
H -0.07636 2.26924 2.23110
H -2.41160 2.69408 2.37852
H -1.71030 2.56421 3.99319
H -3.67895 1.18793 4.08590
H -2.33354 0.06735 3.88484
Cl 3.01228 -1.58964 4.83146
C 2.66583 -0.26854 3.78675
C 3.28510 0.95823 3.95871
C 2.98425 1.97214 3.06178
C 2.06717 1.72876 2.05480
N 1.46342 0.54960 1.90305
C 1.76686 -0.43859 2.74559
H 3.98862 1.10608 4.76650
H 3.46044 2.93928 3.14461
H 1.80861 2.49368 1.33033
H 1.28143 -1.39434 2.57351
O -1.76339 -2.34261 -2.81259
C -1.20361 -1.52436 -2.18013
N -0.58762 -0.65620 -1.62027
O -2.55551 -2.64121 5.65812
S -2.74985 -3.54518 4.55585
O -3.96536 -4.29303 4.50264
N -2.47326 -2.71976 3.13645
C -1.35220 -3.06994 2.61061
S -0.70227 -2.50304 1.12372
C -0.61323 -4.15908 3.31484
C 0.59345 -4.74655 2.96953
C 1.04629 -5.81124 3.73866
C 0.31792 -6.26574 4.83167
C -0.87643 -5.65265 5.19631
C -1.31427 -4.60310 4.42153
H 1.15409 -4.37636 2.12121
H 1.97195 -6.30794 3.47740
H 0.68269 -7.10906 5.40328
H -1.45043 -5.99492 6.04733

Atomic forces in eV per Å
Ru -3.3211 -1.2367 -2.2342
C 0.0163 -0.0268 0.1198
C 0.0152 0.0615 -0.0155
C -0.0094 -0.0717 -0.0241
C -0.1966 0.1426 0.0094
C 0.0049 -0.0992 0.0230
C 0.0757 -0.0365 -0.0259
C -0.0747 0.1579 0.0043
C -0.1280 -0.1798 0.0147
P 0.3194 0.8281 -0.0324
C -0.3799 -0.0183 0.1417
C 0.0248 0.0112 -0.0439
C 0.0176 -0.0367 0.0030
C -0.0246 0.0137 -0.0156
C 0.0074 -0.0142 -0.0783
C -0.0110 0.0714 0.0793
C -0.1950 0.0676 0.2142
C 0.1181 -0.0575 -0.2279
C 0.0324 0.0145 -0.0352
C 0.0220 -0.0308 0.0013
C 0.0191 -0.0320 0.0591
C -0.0784 0.0752 -0.0270
C 0.3978 -0.1024 -0.0635
O 0.0280 0.0694 -0.0111
C -0.2620 0.2649 -0.1299
C 0.0445 -0.3144 0.1355
C 0.0727 -0.0243 -0.0735
C -0.0539 0.0484 -0.0336
C -0.0481 -0.0069 0.0367
C 0.1617 -0.1348 0.0493
P 0.8776 -0.2386 -0.4962
C 0.2422 0.1577 0.1616
C 0.0362 -0.0088 -0.0707
C -0.0217 0.1474 0.0342
C -0.0328 -0.0742 -0.0368
C 0.0868 0.0807 0.0424
C -0.1890 0.1704 -0.3734
C -0.0297 -0.1427 0.0874
C -0.0196 0.0164 0.1187
C -0.0106 0.0244 -0.0797
C -0.0049 -0.0090 -0.0057
C 0.0543 0.0271 -0.0578
C 0.0017 0.0373 0.1028
H 0.0054 0.0282 -0.0254
H 0.0120 0.0122 0.0025
H 0.0084 0.0207 -0.0525
H 0.0040 0.0275 0.0029
H 0.0136 0.0283 0.0081
H 0.0014 0.0055 0.0017
H -0.0290 0.0306 -0.0087
H -0.0074 -0.0084 -0.0033
H 0.0543 -0.0254 0.0365
H -0.0027 -0.0542 -0.0661
H 0.0122 0.0039 0.0189
H 0.0107 -0.0037 -0.0005
H -0.0047 0.0117 0.0053
H 0.0051 -0.0115 -0.0227
H 0.0403 -0.0177 0.0429
H 0.0117 -0.0015 -0.0188
H -0.0121 0.0044 0.0210
H -0.0178 -0.0044 0.0152
H 0.0545 -0.0307 0.0332
H -0.0195 0.0471 0.0416
H -0.0042 -0.0101 -0.0110
H 0.0165 0.0007 -0.0005
H 0.0087 0.0438 -0.0357
H 0.0047 -0.0189 -0.0039
H -0.0077 -0.0231 0.0257
H 0.0263 -0.0095 -0.0031
H -0.0244 0.1133 -0.0764
H 0.0055 -0.0160 -0.0001
H 0.0006 0.0139 0.0405
H -0.0341 0.0170 0.0201
H 0.0033 -0.0471 -0.0052
H 0.0105 0.0189 -0.0086
N -0.9891 0.0928 0.4017
C -0.0410 -0.1950 0.0937
C -0.3138 -0.2082 -0.5569
C -0.1579 0.8808 1.3580
O 0.5578 -0.3878 -0.1242
O 0.7641 -0.6215 -1.1485
H -0.1026 0.2711 0.0453
H -0.1532 -0.0716 0.1939
H 0.1923 -0.2153 0.3964
H 0.0623 -0.0026 -0.0673
H 0.0733 0.0588 0.0382
H 0.1110 -0.3589 0.2354
Cl 0.0171 -0.0872 0.0382
C -0.0393 0.2215 0.0780
C -0.0599 -0.1188 -0.0124
C 0.0490 0.0880 -0.0068
C 0.3234 -0.2768 -0.0320
N 1.7080 -0.3868 0.7250
C 0.0744 0.2531 0.0272
H 0.0086 0.0036 -0.0032
H -0.0145 0.0233 0.0085
H 0.0337 0.0511 -0.0659
H -0.0143 -0.0312 0.0253
O 0.0760 -0.0325 0.0306
C -0.0045 -0.0818 -0.0525
N -0.2260 0.1971 1.3169
O 0.0311 -0.0386 -0.1840
S 0.2730 0.0615 0.5612
O -0.0128 -0.0929 -0.2713
N -0.0649 0.2253 0.0769
C -0.0948 0.1428 0.1789
S 0.2899 0.9386 -0.4919
C 0.1569 -0.3020 0.0477
C -0.0882 0.0181 0.0746
C 0.0541 -0.0262 -0.0293
C -0.0359 0.0004 0.0288
C -0.1050 -0.0277 0.1274
C -0.1290 0.2905 -0.2816
H 0.0089 -0.0378 -0.0316
H 0.0211 0.0359 0.0044
H 0.0022 0.0125 0.0182
H 0.0269 -0.0018 0.0085

- HOMO energy (spin up / spin down): -7.75 / -7.96 eV
- Energy relative to the best compared isomer or geometry (same formula, charge and spin): 15.8 kcal/mol
- Kohn-Sham gap (spin up / spin down): 6.48 / 7.16 eV
- Spin multiplicity: 2
- Expectation value of S²: 0.79
- Calculated total energy: -131378.166 eV

Here are the Mulliken charges for atoms 1 to 4, given in e: Ru 0.52; C -1.81; C 1.54; C -1.70